Entry 1:
The following is a DFT calculation (the ωB97M-V functional and the def2-TZVPD basis) of an isolated molecule of C24H23NOS at a distorted geometry.

Charge: 0
Strongest force on any atom: 4.7 eV Å⁻¹
Energy above the lowest of the compared OMol25 structures with the same formula, charge and spin: 368.4 kJ/mol
E_HOMO: -7.9 eV
Gap between HOMO and LUMO: 8.457 eV
M: 373.5 g mol⁻¹
LUMO energy: 0.538 eV

Structure (XYZ):
```
50
Properties=species:S:1:pos:R:3:forces:R:3:lowdin_charge:R:1
S -2.75593 -2.27140 -0.18541 -0.1 0.8 0.2 0.96
O 0.44760 4.09850 -0.16701 0.9 0.4 2.4 -0.14
N 0.11797 1.29331 0.00091 0.6 1.5 -1.8 -0.03
C -2.41652 -0.49208 3.06096 0.9 0.4 -1.4 -0.07
C -0.49444 -0.36649 1.41940 -4.5 -1.3 -0.1 -0.08
C 1.32499 -0.94110 -0.17973 1.2 -2.0 0.9 -0.18
C 3.74874 -1.06651 -0.48888 -3.4 -3.2 0.8 -0.02
C 0.03397 -0.21917 -0.01137 -1.8 1.9 0.3 -0.26
C -0.44411 3.39961 -1.01861 2.9 -1.0 0.2 -0.19
C 2.49804 -0.38479 -0.59156 2.8 2.3 -0.3 -0.04
C 1.54396 3.30676 0.46312 -0.2 1.9 -2.9 -0.15
C -2.30004 -1.71171 -2.79170 -0.5 -1.5 0.7 -0.15
C -1.99587 -0.40362 1.76012 1.6 -0.8 -1.9 -0.16
C -1.73987 -1.25239 -3.92539 2.7 1.5 -1.3 -0.06
C -1.47559 -0.49661 4.03829 -1.3 -0.1 2.4 -0.13
C -1.06110 2.11180 -0.53789 3.0 0.2 3.3 -0.10
C -0.18062 -0.52929 3.74491 2.3 0.2 2.6 -0.11
C 3.74364 -2.44434 -0.11330 -0.2 2.9 -1.1 -0.08
C 1.00569 2.06365 0.97044 -3.2 -1.7 0.6 -0.17
C -0.80065 -0.60976 -1.30481 0.4 -1.2 -0.3 -0.13
C -0.52514 -0.42141 -3.80003 -1.9 -0.7 -0.6 -0.02
C 1.40418 -2.34115 0.17455 -0.3 3.7 -1.5 -0.02
C -1.83841 -1.53895 -1.49866 1.2 2.0 0.9 -0.50
C 0.34924 -0.43268 2.48539 1.9 -0.6 -0.8 -0.06
C 2.54914 -3.04002 0.11743 -1.1 -3.2 1.3 -0.11
C -0.17861 -0.15890 -2.49707 -0.9 -0.6 0.2 -0.07
C -3.05446 -0.65863 0.65967 0.6 1.1 0.4 -0.38
H 2.60985 0.70359 -0.95193 -0.7 -1.7 0.7 0.14
H 2.40562 -4.15491 0.36171 0.8 1.7 -0.5 0.14
H 1.78600 1.44679 1.23492 1.9 -1.6 0.4 0.08
H 2.16947 3.91731 1.14996 -1.3 -0.1 0.2 0.14
H -2.96760 0.19559 -0.06216 -0.4 -1.1 0.2 0.08
H -3.09108 -2.42391 -2.78483 -0.9 -0.3 -0.7 0.08
H 0.23613 3.19834 -1.83726 -0.2 -1.0 -0.9 0.12
H -2.13690 -1.60073 -4.87600 0.1 0.4 0.1 0.10
H 0.40491 -0.62272 4.67638 0.5 0.1 -1.0 0.12
H 2.31849 3.10091 -0.29664 -0.5 -0.2 -0.5 0.11
H 4.57316 -3.06638 -0.13998 1.8 -0.6 0.1 0.08
H 1.46130 -0.52061 2.32705 -1.3 0.2 0.2 0.15
H -1.47916 1.69186 -1.37619 -1.0 -1.4 -1.8 0.08
H -1.10017 4.08736 -1.42044 -1.8 1.6 -0.3 0.10
H -1.79427 2.19679 0.27280 -0.2 0.4 -0.1 0.13
H 0.08355 0.04138 -4.65711 -1.2 -1.0 1.4 0.13
H 4.63639 -0.66511 -0.78227 2.2 1.5 -0.7 0.06
H -1.77901 -0.52950 5.09965 0.1 -0.1 -0.7 0.12
H 0.49658 -2.80591 0.24503 -2.2 -1.4 0.8 0.09
H -4.09350 -0.66096 1.06098 0.9 0.0 -0.1 0.08
H 0.49173 2.21995 1.93556 -0.3 0.1 -0.3 0.14
H -3.40560 -0.63668 3.35772 -1.7 0.0 -0.1 0.10
H 0.66830 0.39491 -2.32072 1.9 1.5 0.2 0.08
```
Positions in Å, forces in eV/Å.

Entry 2:
The following is a DFT calculation (the ωB97M-V functional and the def2-TZVPD basis) of a cluster of 3 separate species, H4OS2 in total at a distorted geometry.

Charge: 0
Strongest force on any atom: 2.2 eV Å⁻¹
Energy above the lowest of the compared OMol25 structures with the same formula, charge and spin: 416.6 kJ/mol
E_HOMO: -10.3 eV
Gap between HOMO and LUMO: 5.698 eV
M: 84.2 g mol⁻¹
LUMO energy: -4.651 eV

Structure (XYZ):
```
7
Properties=species:S:1:pos:R:3:forces:R:3:lowdin_charge:R:1
S -1.11478 -0.93201 -0.60523 0.3 0.2 1.0 0.53
S -0.06722 1.14118 1.61100 -1.4 -1.1 -1.3 0.50
O 1.64148 0.29702 -0.81671 0.4 0.6 1.4 -0.17
H -0.48106 -0.12784 1.77407 0.2 0.0 0.6 -0.32
H 1.52873 0.61347 0.10372 1.5 0.4 -0.3 -0.09
H 0.75228 -0.02277 -0.75777 -0.9 -0.8 -1.6 -0.22
H -2.25942 -0.96906 -1.30908 -0.2 0.6 0.2 -0.24
```
Positions in Å, forces in eV/Å.

Entry 3:
The following is a DFT calculation (the ωB97M-V functional and the def2-TZVPD basis) of an isolated molecule of C6H12N2O at a distorted geometry.

Charge: 0
Strongest force on any atom: 4.4 eV Å⁻¹
Energy above the lowest of the compared OMol25 structures with the same formula, charge and spin: 186.7 kJ/mol
E_HOMO: -9.4 eV
Gap between HOMO and LUMO: 10.305 eV
M: 128.2 g mol⁻¹
LUMO energy: 0.905 eV

Structure (XYZ):
```
21
Properties=species:S:1:pos:R:3:forces:R:3:lowdin_charge:R:1
O 0.05785 -1.38486 3.11994 0.7 -3.4 2.6 0.03
N 1.85047 -0.70941 2.08204 3.1 1.3 -1.9 0.14
N -0.83318 0.94682 -0.47425 0.7 -0.7 -0.5 0.04
C -0.51748 0.15371 -1.42488 -1.6 1.3 0.3 -0.35
C 0.64814 -0.56672 2.28634 -3.0 1.5 0.4 -0.56
C 0.09916 1.27292 0.61967 -0.5 0.7 -0.7 -0.21
C -0.36471 0.54592 1.86377 1.5 -0.9 -0.6 -0.09
C 0.75704 -0.59074 -1.68414 -0.3 0.4 0.3 -0.03
C -1.55857 0.07781 -2.59231 1.1 -1.5 1.2 -0.03
H -0.58381 1.12784 2.70940 0.5 1.2 1.3 0.10
H 2.16511 0.06038 1.44749 0.1 -1.1 0.8 0.06
H 0.79337 -2.03599 3.51951 -2.2 2.1 -1.4 0.19
H -1.27639 -0.74012 -3.21399 0.6 -0.5 -1.0 0.05
H -0.07543 2.40641 0.65539 1.2 -1.5 0.4 0.14
H 0.82132 -0.49184 -2.72225 0.6 -0.1 -1.9 0.05
H 0.67305 -1.64689 -1.51897 -0.2 -0.6 0.4 0.09
H -2.54772 -0.24707 -2.34667 -0.7 0.4 0.9 0.07
H 1.68610 -0.22158 -1.28693 0.1 0.2 0.6 0.07
H 1.14753 0.88102 0.46138 -0.9 1.4 -0.4 0.08
H -1.34530 0.19771 1.67092 -0.8 -1.2 -0.4 0.10
H -1.59657 0.96468 -3.17146 0.1 0.9 -0.4 0.07
```
Positions in Å, forces in eV/Å.

Number 1: E_tot -1456.37221 a.u.. Number 2: E_tot -873.84229 a.u.. Number 3: E_tot -420.51279 a.u..